{"formula": "C25H43Cl5CoN3O6Si", "method": "wB97M-V/def2-TZVPD", "de_lowest_kj_mol": 19.4, "e_tot_ha": -5567.5813, "total_charge": -1, "max_force_ha_per_bohr": 0.061, "multiplicity": 4, "gap_ev": [8.04, 7.95], "lumo_energy_ha": [0.086, 0.086], "symbols": ["C", "C", "H", "H", "H", "C", "C", "H", "H", "H", "H", "Co", "Cl", "C", "O", "N", "C", "C", "H", "H", "H", "H", "H", "H", "H", "H", "H", "C", "C", "N", "H", "C", "O", "H", "H", "H", "H", "H", "H", "C", "C", "N", "H", "C", "O", "H", "H", "H", "H", "O", "C", "C", "C", "H", "C", "H", "C", "H", "C", "C", "H", "H", "H", "Si", "Cl", "C", "C", "C", "H", "H", "H", "H", "H", "H", "H", "H", "H", "Cl", "C", "Cl", "Cl", "C", "O", "O"], "xyz": [[-1.9902, 0.7041, -4.3260], [-2.7305, -0.5977, -4.1956], [-1.3897, 0.7158, -5.2525], [-1.3430, 0.8877, -3.4505], [-2.7028, 1.5493, -4.3875], [-3.1020, -1.3254, -5.2658], [-2.8087, -0.9851, -6.6830], [-3.6854, -2.2305, -5.1232], [-1.7652, -0.6821, -6.8198], [-3.4386, -0.1839, -7.0966], [-2.9727, -1.8890, -7.2795], [0.2403, 2.3651, 0.7476], [-0.6585, 2.4245, -1.2103], [-0.6190, 0.4634, 2.6602], [0.2784, 0.6867, 1.7986], [-0.6031, -0.6383, 3.4206], [0.4916, -1.5982, 3.2953], [-1.8638, -1.0332, 4.0288], [-1.4424, 1.1818, 2.8259], [1.4426, -1.0614, 3.3403], [0.4398, -2.1421, 2.3375], [0.4107, -2.2926, 4.1364], [-2.3170, -0.1078, 4.3984], [-1.6951, -1.7355, 4.8525], [-2.5408, -1.4868, 3.2867], [4.5654, 1.2902, 6.0206], [4.0148, 4.0203, 6.1983], [4.8796, 1.5502, 4.9984], [4.4343, 3.9811, 5.1784], [4.1559, 2.7137, 4.5195], [4.6766, 0.7218, 4.3129], [3.0174, 2.5260, 3.7834], [2.4731, 1.4351, 3.6025], [4.0078, 4.8017, 4.5918], [2.6374, 3.4739, 3.3427], [5.9496, 1.7857, 5.0262], [5.5185, 4.1149, 5.2785], [4.1572, 2.9465, -1.7145], [2.3634, 1.2067, -1.9727], [4.9090, 2.1486, -1.8346], [3.1667, 0.4647, -2.1376], [4.3574, 0.8717, -1.4143], [5.7810, 2.4016, -1.2208], [4.6677, 0.2712, -0.2204], [4.3637, -0.8814, 0.0784], [2.8750, -0.5157, -1.7653], [5.1892, 0.9127, 0.5195], [5.1936, 2.0948, -2.9002], [3.3840, 0.3980, -3.2114], [-1.6590, -1.1597, -2.1835], [-2.9584, -1.0638, -2.7634], [-3.0677, -3.5552, -3.0615], [-3.7002, -2.3819, -2.6524], [-2.0362, -3.5057, -3.4249], [-3.7674, -4.7629, -3.0468], [-3.4808, -0.2243, -2.2710], [-5.0089, -2.4215, -2.1613], [-3.2373, -5.6556, -3.3771], [-5.1220, -4.7841, -2.7043], [-5.7305, -3.6153, -2.2350], [-5.4381, -1.4865, -1.7835], [-5.6902, -5.7098, -2.8224], [-6.7905, -3.6074, -1.9745], [-0.8541, -1.9681, -0.9569], [2.4198, 2.4422, 0.4253], [-0.0021, -3.4917, -1.6025], [-2.0792, -2.3045, 0.4080], [0.4767, -0.7437, -0.6353], [-0.6981, -4.2856, -1.8945], [0.6458, -3.8581, -0.7916], [0.6308, -3.2523, -2.4691], [0.8349, -0.3074, -1.5748], [1.3134, -1.0615, -0.0052], [-0.0370, 0.0777, -0.1324], [-2.9275, -2.8841, 0.0165], [-2.4937, -1.3748, 0.8220], [-1.6250, -2.8891, 1.2221], [0.9177, 6.3856, 4.1403], [-0.2572, 5.0387, 4.0772], [0.3717, 3.7033, 5.0587], [-1.8488, 5.5287, 4.7117], [-0.4464, 4.6003, 2.5086], [-0.6697, 5.5198, 1.7376], [-0.3581, 3.3359, 2.2981]], "forces_ev_per_a": [[0.15, 0.28, 0.04], [-0.06, -0.68, -0.75], [-0.17, 0.08, 0.45], [-0.24, -0.08, -0.45], [0.25, -0.31, 0.03], [-0.16, 0.48, 1.08], [0.12, -0.10, -0.57], [0.12, 0.07, 0.11], [-0.13, 0.01, -0.02], [0.08, -0.16, 0.15], [0.05, 0.26, -0.15], [0.60, 0.36, 0.02], [-0.84, 0.14, -0.95], [1.80, 0.27, -1.32], [-1.97, -0.86, 2.31], [-0.17, 0.09, -0.21], [-0.09, 0.10, -0.21], [-0.07, 0.25, -0.06], [0.23, -0.34, -0.01], [-0.14, -0.03, -0.06], [0.03, 0.11, 0.33], [0.08, 0.05, -0.20], [-0.20, -0.34, 0.16], [-0.02, 0.26, -0.15], [0.19, -0.02, 0.30], [0.04, -0.16, -0.17], [-0.02, -0.06, -0.25], [-0.25, 0.19, 0.13], [-0.07, -0.13, -0.16], [0.16, -0.08, 0.04], [0.09, 0.11, 0.28], [-0.72, -0.84, -0.23], [0.99, 1.36, 0.39], [0.09, -0.12, 0.13], [0.05, -0.44, 0.18], [-0.13, -0.09, -0.09], [-0.17, 0.05, -0.19], [0.20, -0.19, -0.03], [0.29, -0.33, -0.02], [-0.32, 0.12, 0.38], [0.22, -0.10, -0.12], [0.35, -0.06, 0.22], [-0.12, -0.07, -0.18], [-0.50, -0.48, -0.17], [0.07, 0.90, -0.22], [-0.02, 0.17, -0.11], [0.20, -0.02, -0.53], [0.04, -0.04, 0.41], [-0.02, -0.02, 0.10], [-0.25, -0.20, -0.13], [0.69, 0.01, 0.16], [-0.22, -0.16, 0.00], [-0.17, 0.48, 0.25], [-0.47, -0.04, 0.16], [0.15, 0.35, -0.26], [-0.15, -0.47, 0.20], [0.34, -0.12, -0.43], [-0.32, 0.05, 0.08], [0.14, 0.08, 0.11], [-0.13, 0.06, -0.09], [-0.05, -0.46, -0.18], [0.12, 0.31, 0.21], [0.30, -0.13, 0.05], [0.08, 0.92, -1.20], [0.81, 0.48, 0.05], [-0.21, -0.59, 0.08], [-0.16, -0.33, 0.35], [-0.27, 0.22, 0.40], [0.23, -0.05, 0.13], [-0.06, -0.06, -0.26], [-0.15, 0.07, 0.27], [-0.19, -0.41, 0.20], [-0.05, 0.08, -0.14], [0.30, -0.24, -0.25], [0.20, 0.05, 0.08], [0.20, -0.11, -0.10], [-0.14, 0.16, -0.10], [-0.37, -0.18, 0.07], [0.13, -0.50, -0.92], [-0.21, 0.10, 0.14], [0.26, 0.09, -0.08], [-0.16, 0.14, -0.37], [0.23, -0.80, 0.78], [-0.38, 1.64, 1.12]]}